Below is a single C16H22ClNO2 molecule, with properties calculated with ωB97M-V with the def2-TZVPD basis set.

```
42
Properties=species:S:1:pos:R:3:forces:R:3
O 0.2511 0.8389 -2.2759 -0.019 0.199 -0.435
C 0.6701 0.5219 -1.1748 0.260 -0.061 0.446
C 1.7019 1.3788 -0.4517 -0.047 0.268 -0.258
C 1.8155 2.7669 -1.0844 -0.372 -0.037 0.168
C 0.5211 3.5814 -0.9628 0.342 -0.045 -0.498
O 0.0903 3.6976 0.3840 -0.039 0.079 0.287
C -0.7188 2.7512 0.9287 -0.237 -0.170 0.301
C -1.6228 1.9549 0.2285 0.165 0.340 -0.124
C -2.3951 1.0224 0.8965 -0.009 -0.051 0.272
C -2.2760 0.8778 2.2671 0.027 0.073 -0.136
Cl -3.2123 -0.3278 3.0885 -0.114 -0.141 0.097
C -1.4114 1.6875 2.9868 -0.058 -0.071 -0.072
C -0.6432 2.6176 2.3186 0.077 0.092 -0.253
N 0.2260 -0.5917 -0.5471 -0.226 -0.152 -0.012
C 0.6917 -1.1104 0.7155 0.351 -0.062 0.182
C 1.3449 -2.4943 0.5979 -0.258 0.040 0.202
C 0.3392 -3.6178 0.3466 0.175 -0.084 -0.155
C -0.0066 -3.8482 -1.1281 -0.001 0.064 0.049
C -0.1608 -2.5768 -1.9693 -0.144 -0.066 0.077
C -0.7800 -1.3908 -1.2246 -0.017 0.085 -0.469
H 1.4367 1.4917 0.5995 0.112 -0.112 -0.008
H 2.6709 0.8762 -0.5109 -0.008 -0.048 0.114
H 2.0436 2.6679 -2.1457 0.047 0.055 -0.009
H 2.6269 3.3080 -0.5947 0.018 0.015 -0.032
H -0.2456 3.1436 -1.6029 0.020 0.086 0.080
H 0.7065 4.6073 -1.2931 -0.075 -0.132 0.011
H -1.7365 2.0439 -0.8394 0.045 0.003 -0.113
H -3.0907 0.4086 0.3462 -0.066 -0.082 -0.039
H -1.3347 1.5834 4.0576 -0.009 -0.023 0.096
H 0.0381 3.2568 2.8581 0.094 0.066 0.054
H -0.1636 -1.1758 1.4009 0.071 0.032 0.031
H 1.4140 -0.4244 1.1521 -0.100 0.021 -0.020
H 1.8560 -2.6869 1.5436 0.056 0.018 -0.005
H 2.0994 -2.4786 -0.1895 0.140 0.033 -0.004
H 0.7411 -4.5523 0.7443 -0.084 -0.001 0.062
H -0.5700 -3.4009 0.9112 -0.029 -0.032 0.077
H -0.9361 -4.4203 -1.1674 0.021 -0.076 -0.056
H 0.7694 -4.4651 -1.5865 -0.040 -0.085 -0.003
H -0.7773 -2.8120 -2.8380 0.036 0.026 -0.073
H 0.8104 -2.2540 -2.3483 -0.028 0.035 -0.068
H -1.2665 -0.7301 -1.9449 -0.029 -0.116 0.166
H -1.5168 -1.7264 -0.4922 -0.049 0.018 0.072
```
Forces are in eV/Å.

Computed properties:
Frontier orbital gap = 9.22 eV
M = 295.81 u
LUMO level = 0.0291 Eh
Energy above the lowest of the compared OMol25 structures with the same formula, charge and spin = 9.9 kcal per mole